No. 1
Here is a cluster of 2 separate species, C6H18NO in total in a non-equilibrium geometry from the OMol25 dataset. Energies are from wB97M-V/def2-TZVPD.

Calculated values
**Strongest force on any atom**: 3.15 eV/Å
**E_tot**: -369.13069 a.u.
**Charge**: +1
**Multiplicity**: 1
**LUMO energy**: -3.24 eV

Cartesian coordinates (Å):
H: 2.058 -1.673 2.025
H: 1.935 -1.321 0.428
O: -3.721 1.367 -3.270
H: 1.739 0.143 2.886
C: 0.238 -0.598 1.552
H: 1.097 1.379 1.025
H: -4.448 1.304 -3.913
H: -3.453 2.239 -3.597
H: 0.547 -0.941 3.784
H: -0.581 1.290 1.178
H: 0.097 0.635 3.401
H: -1.866 0.517 -0.681
H: 1.084 -2.534 0.966
C: 0.264 0.694 0.781
H: -1.247 -1.111 -0.975
H: 1.495 0.293 -2.390
H: -0.703 -1.160 1.535
H: -1.237 0.290 -2.259
N: 1.397 -1.594 1.256
C: 0.693 -0.176 2.993
H: 2.366 0.144 -0.790
H: 1.433 -1.224 -1.436
H: 0.228 1.618 -1.154
C: -1.109 -0.051 -1.216
C: 1.487 -0.114 -1.376
C: 0.206 0.585 -0.756


No. 2
Here is a structure of composition C6H18NO in a non-equilibrium geometry from the OMol25 dataset. Energies are from wB97M-V/def2-TZVPD.

Calculated values
**Strongest force on any atom**: 5.42 eV/Å
**E_tot**: -368.87506 a.u.
**Charge**: +1
**Multiplicity**: 1
**LUMO energy**: -9.27 eV

Cartesian coordinates (Å):
H: 1.038 -1.126 -0.087
H: 2.643 -1.264 1.689
N: -0.325 0.742 -1.161
H: 1.989 1.188 1.723
H: -1.653 -1.267 -0.636
C: 0.679 -1.151 0.931
H: -0.638 3.229 -3.839
H: 0.214 -0.717 -2.056
H: -0.597 -0.060 2.074
H: 0.908 2.063 0.638
C: 1.775 -1.798 1.749
O: 0.184 -1.613 -2.462
H: -2.582 0.121 -1.139
H: -0.807 1.429 -1.754
H: 2.014 -2.847 1.250
H: 1.536 -1.954 2.860
H: -0.020 3.522 -3.438
C: -1.049 0.607 0.046
C: -2.192 -0.328 -0.200
H: -3.012 -0.519 0.529
H: 0.601 2.148 2.448
H: 0.117 -1.729 -3.409
C: 0.915 1.451 1.573
H: -0.145 -1.852 0.969
C: 0.002 0.179 1.265
H: -1.594 1.546 0.435


No. 3
Here is a cluster of 2 separate species, C6H18NO in total in a non-equilibrium geometry from the OMol25 dataset. Energies are from wB97M-V/def2-TZVPD.

Calculated values
**Strongest force on any atom**: 3.87 eV/Å
**E_tot**: -369.10014 a.u.
**Charge**: +1
**Multiplicity**: 1
**LUMO energy**: -3.49 eV

Cartesian coordinates (Å):
H: 2.775 0.221 0.591
H: 1.512 -0.531 -1.493
H: -4.193 -0.307 -3.408
H: -3.885 0.008 -2.004
H: -0.556 3.013 -0.465
H: 3.343 -1.356 0.214
H: 2.483 -1.222 2.755
H: -0.709 -1.236 0.371
C: 1.241 -0.987 -0.516
C: 2.468 -0.873 0.537
H: 0.872 1.025 0.642
C: -0.170 -0.571 -0.312
C: -0.165 0.877 0.137
H: 2.010 -2.558 1.771
C: 2.044 -1.477 1.806
C: -0.530 1.944 -0.838
H: -1.276 0.103 1.799
H: 0.954 -1.217 1.865
H: -1.449 1.768 -1.477
H: 0.122 2.096 -1.751
H: -0.721 1.684 1.972
H: -2.102 1.510 1.212
N: -1.175 1.029 1.316
O: -3.364 -0.188 -2.820
H: -0.734 -0.653 -1.290
H: 1.205 -2.103 -0.613


No. 4
Here is a cluster of 2 separate species, C6H18NOSi in total in a non-equilibrium geometry from the OMol25 dataset. Energies are from wB97M-V/def2-TZVPD.

Calculated values
**Strongest force on any atom**: 4.31 eV/Å
**E_tot**: -658.60109 a.u.
**Charge**: +1
**Multiplicity**: 1
**LUMO energy**: -4.41 eV

Cartesian coordinates (Å):
H: 0.300 -0.382 2.508
H: 4.278 2.521 2.658
H: 3.017 0.161 2.815
H: -3.792 -2.637 0.281
H: -4.122 -3.011 -1.253
H: 2.262 -0.242 0.690
H: -3.233 1.271 -3.616
H: 1.690 1.289 0.444
C: -3.871 -2.129 -0.711
Si: -2.268 -1.350 -1.353
H: -0.527 -3.078 -1.572
H: 3.451 2.675 1.120
H: -0.067 1.095 2.008
H: -2.553 1.854 -2.203
H: -0.525 -2.380 -0.027
H: -1.400 1.138 -3.536
N: 0.318 0.244 1.597
H: 4.519 1.259 1.623
C: 1.701 0.581 1.189
H: 2.109 1.649 3.221
C: 3.712 1.880 1.865
C: -0.544 -2.046 -1.043
H: 0.294 -1.404 -1.415
O: -2.773 -0.164 -2.313
C: -2.409 1.084 -2.933
H: -4.711 -1.567 -0.751
C: 2.602 1.077 2.396


No. 5
Here is a structure of composition C6H18NaO8P2 in a non-equilibrium geometry from the OMol25 dataset. Energies are from wB97M-V/def2-TZVPD.

Calculated values
**Strongest force on any atom**: 4.04 eV/Å
**E_tot**: -1686.26720 a.u.
**Charge**: +1
**Multiplicity**: 1
**LUMO energy**: -4.56 eV

Cartesian coordinates (Å):
H: 5.757 3.782 -1.499
H: 5.241 4.586 -0.132
P: 3.288 2.487 -2.083
H: -2.214 -5.272 1.659
H: -6.972 -2.070 2.411
H: -6.033 -1.427 1.100
H: 4.490 -0.345 -3.370
H: -2.162 -2.148 5.187
P: -3.738 -2.306 2.719
H: 4.760 5.200 -1.745
C: 2.489 3.043 -4.504
C: -2.312 -4.194 1.534
O: -5.075 -3.048 2.216
H: -6.699 -3.138 1.173
H: -1.449 -3.764 1.026
H: 1.589 3.584 -4.795
O: 3.783 3.494 -0.961
C: 4.882 4.312 -1.124
O: 2.129 1.688 -1.574
Na: -1.548 0.904 -0.964
H: 4.619 0.011 -1.671
O: -2.743 -3.578 2.738
C: -6.192 -2.326 1.695
H: 3.121 3.284 -5.359
C: 4.867 0.392 -2.661
H: 2.389 1.975 -4.696
O: 4.558 1.814 -2.826
H: -3.408 -1.163 5.913
O: -3.373 -1.036 1.902
H: -2.511 -0.704 4.408
H: 5.954 0.393 -2.738
O: 2.754 3.526 -3.144
O: -4.025 -2.145 4.287
H: -3.208 -4.304 0.922
C: -3.010 -1.503 4.957


No. 6
Here is a cluster of 3 separate species, C6H18O3 in total in a non-equilibrium geometry from the OMol25 dataset. Energies are from wB97M-V/def2-TZVPD.

Calculated values
**Structure (SMILES)**: CCO.CCO.CCO
**Strongest force on any atom**: 1.98 eV/Å
**E_tot**: -465.06215 a.u.
**Multiplicity**: 1
**LUMO energy**: 0.37 eV

Cartesian coordinates (Å):
H: -0.297 -4.091 2.684
C: -1.378 1.186 -3.932
H: -2.639 0.817 -2.189
C: 1.659 1.294 0.673
H: 1.223 -3.157 2.615
H: -2.076 0.789 -4.663
H: -2.116 -0.905 2.739
H: -0.697 -1.977 1.442
O: -0.783 2.342 -4.575
H: 1.851 1.939 1.539
C: -0.496 -1.917 2.514
O: -1.695 -1.612 3.236
H: 2.497 -0.494 -0.084
H: 3.668 0.597 0.595
H: -0.227 0.958 0.022
H: 0.027 2.587 -4.125
H: 0.281 -3.182 4.084
H: 1.869 1.840 -0.250
C: 0.201 -3.174 2.995
O: 0.345 0.802 0.773
H: 0.183 -1.077 2.682
H: -2.893 2.309 -2.932
H: -0.496 0.591 -3.670
H: -1.303 2.085 -2.031
C: -2.080 1.640 -2.646
C: 2.681 0.159 0.773
H: 2.693 -0.351 1.730


No. 7
Here is a structure of composition C6H19AgBrN5O3 in a non-equilibrium geometry from the OMol25 dataset. Energies are from wB97M-V/def2-TZVPD.

Calculated values
**Strongest force on any atom**: 1.54 eV/Å
**E_tot**: -3460.53799 a.u.
**Multiplicity**: 1
**LUMO energy**: -2.69 eV

Cartesian coordinates (Å):
C: -0.104 -0.236 3.674
H: -0.904 0.557 -2.554
H: -2.278 -1.502 -0.048
N: 2.069 -1.047 -4.056
N: -0.792 -1.105 4.494
N: -1.014 1.210 -1.778
H: 1.194 -0.197 2.167
H: 1.629 -0.641 -3.249
N: 0.631 -0.856 2.686
H: 3.650 -0.551 -2.198
H: -0.076 1.183 -1.370
O: 3.961 -1.623 -5.169
O: -0.149 0.973 3.759
H: -3.561 2.592 2.076
Ag: 3.853 -1.810 0.441
H: -0.679 0.979 0.855
H: -0.762 -2.091 4.319
H: 5.106 -1.029 -2.994
C: -1.738 1.071 0.582
H: -2.930 0.723 -1.194
H: -1.534 -0.707 5.038
N: 4.118 -0.867 -3.033
H: -2.427 3.968 1.931
O: -2.101 2.424 0.642
H: -2.377 0.453 1.229
H: -1.868 2.489 2.699
H: -0.646 -1.202 -0.687
C: -2.517 2.884 1.910
H: 1.518 -1.307 -4.852
Br: 2.184 0.210 -0.287
C: 3.420 -1.224 -4.155
H: -2.000 -1.415 -1.792
C: -1.919 0.529 -0.824
H: 0.755 -1.842 2.567
C: -1.711 -0.991 -0.829


The calculation returns the following relative energy (zero: lowest compared OMol25 entry of this formula, charge and spin) values, one per record and in order: 122.9 794.0 203.1 369.2 334.4 125.3 175.6 kJ/mol.